1.
Formula: C8H14N3O6P
Source: the Open Molecules 2025 dataset
Level of theory: ωB97M-V with the def2-TZVPD basis set

```
! wB97M-V def2-TZVPD RIJCOSX def2/J DEFGRID3
* xyz 0 1
N 0.801 0.881 -4.274
C 0.608 0.142 -3.171
C 1.574 -0.818 -2.748
C 1.300 -1.491 -1.603
N 0.159 -1.280 -0.921
C -0.075 -1.898 0.363
C 0.448 -1.020 1.525
C 1.971 -0.810 1.478
O 2.407 -0.082 2.588
O -0.108 0.279 1.499
C -1.371 0.420 2.100
P -1.779 2.175 1.723
O -0.951 3.206 2.345
O -1.833 2.280 0.154
O -3.321 2.243 2.221
C -0.808 -0.356 -1.406
O -1.856 -0.226 -0.792
N -0.517 0.323 -2.517
H 1.674 0.862 -4.769
H 0.117 1.585 -4.489
H 2.479 -0.991 -3.304
H 1.977 -2.229 -1.195
H 0.411 -2.875 0.398
H -1.156 -2.020 0.467
H 0.189 -1.520 2.471
H 2.229 -0.285 0.547
H 2.491 -1.771 1.513
H 1.892 0.736 2.621
H -1.321 0.250 3.181
H -2.121 -0.241 1.656
H -2.049 1.441 -0.304
H -3.461 3.091 2.642
*
```

E_HOMO	-0.345	hartree
energy relative to the best compared isomer or geometry (same formula, charge and spin)	0.000	eV
structure (SMILES)	Nc1ccn(C[C@@H](CO)OCP(=O)(O)O)c(=O)n1
HOMO-LUMO gap	0.35691	Eh

Here are the Löwdin charges for atoms 1 to 5, given in e:
1. N 0.16
2. C -0.38
3. C 0.00
4. C -0.06
5. N 0.01

2.
Formula: C54H135N9O18
Source: the Open Molecules 2025 dataset
Level of theory: ωB97M-V with the def2-TZVPD basis set

```
! wB97M-V def2-TZVPD RIJCOSX def2/J DEFGRID3
* xyz 0 1
C 8.912 3.780 5.150
O 8.029 3.001 4.371
C 6.905 2.571 5.076
C 5.968 1.640 4.339
N 6.532 0.392 3.817
C 5.694 -0.218 2.869
C 6.200 -1.469 2.241
O 7.420 -1.483 1.494
C 7.922 -2.760 1.204
H 8.534 4.800 5.214
H 9.939 3.990 4.852
H 9.038 3.398 6.164
H 6.353 3.470 5.349
H 7.186 1.993 5.956
H 5.529 2.295 3.588
H 5.244 1.434 5.128
H 7.365 0.618 3.293
H 5.502 0.597 2.171
H 4.733 -0.463 3.322
H 5.387 -1.904 1.659
H 6.432 -2.225 2.990
H 8.177 -3.177 2.179
H 8.870 -2.791 0.667
H 7.195 -3.365 0.663
C -3.008 -9.443 2.532
O -2.109 -8.310 2.531
C -1.945 -7.673 3.833
C -0.761 -6.672 3.956
N -1.306 -5.347 4.453
C -1.579 -5.270 5.928
C -2.917 -4.496 6.205
O -3.944 -5.003 5.394
C -5.339 -4.545 5.577
H -3.993 -8.991 2.650
H -2.843 -10.072 3.408
H -2.938 -10.061 1.637
H -1.953 -8.416 4.631
H -2.827 -7.054 3.998
H -0.289 -6.539 2.983
H 0.071 -7.030 4.562
H -2.090 -4.991 3.926
H -0.732 -4.939 6.529
H -1.892 -6.292 6.144
H -2.911 -3.413 6.086
H -3.228 -4.640 7.240
H -6.081 -4.840 4.835
H -5.340 -3.473 5.774
H -5.797 -5.139 6.367
C -1.317 -0.742 6.148
O -0.529 -1.120 5.021
C 0.203 -2.264 5.212
C 1.481 -1.914 4.419
N 1.060 -2.001 3.027
C 0.992 -3.395 2.608
C 1.014 -3.480 1.094
O 1.328 -4.800 0.663
C 1.298 -5.036 -0.755
H -2.203 -1.375 6.181
H -1.648 0.278 5.952
H -0.834 -0.841 7.120
H -0.354 -3.125 4.844
H 0.355 -2.521 6.260
H 2.227 -2.604 4.812
H 1.811 -0.888 4.579
H 0.123 -1.628 2.959
H 0.067 -3.911 2.867
H 1.907 -3.877 2.951
H 1.807 -2.820 0.745
H 0.101 -3.103 0.634
H 1.472 -6.094 -0.953
H 1.956 -4.347 -1.284
H 0.282 -4.734 -1.012
C 7.603 0.871 -0.316
O 7.361 2.231 -0.648
C 6.758 2.895 0.456
C 5.937 4.068 -0.111
N 4.975 3.699 -1.151
C 4.322 4.785 -1.962
C 3.453 5.742 -1.171
O 2.100 5.192 -1.028
C 1.931 4.125 -0.020
H 8.210 0.917 0.589
H 8.255 0.311 -0.986
H 6.713 0.247 -0.234
H 7.556 3.168 1.145
H 6.022 2.224 0.900
H 6.636 4.738 -0.612
H 5.497 4.661 0.690
H 5.418 3.047 -1.783
H 3.756 4.244 -2.721
H 5.069 5.282 -2.580
H 3.368 6.624 -1.806
H 3.954 6.079 -0.263
H 2.191 3.153 -0.439
H 0.865 4.298 0.122
H 2.583 4.335 0.829
C 3.860 0.644 -1.046
O 3.345 -0.211 -0.042
C 2.512 0.388 0.887
C 1.079 0.340 0.446
N 0.172 1.178 1.307
C -1.255 1.118 0.889
C -1.962 -0.237 0.975
O -2.185 -0.647 2.308
C -2.541 -1.997 2.435
H 4.395 -0.026 -1.719
H 4.598 1.371 -0.706
H 3.093 1.232 -1.550
H 2.740 1.412 1.185
H 2.630 -0.242 1.768
H 0.719 -0.687 0.507
H 1.107 0.571 -0.619
H 0.216 0.742 2.217
H -1.295 1.570 -0.102
H -1.801 1.830 1.508
H -1.405 -0.986 0.412
H -2.917 -0.217 0.450
H -3.103 -2.133 3.358
H -1.664 -2.643 2.488
H -3.170 -2.370 1.626
C 2.112 -2.148 -2.697
O 0.839 -1.921 -2.227
C -0.096 -1.291 -3.116
C -1.540 -1.499 -2.721
N -1.744 -2.890 -2.317
C -3.093 -3.265 -1.947
C -3.021 -4.604 -1.152
O -2.416 -4.356 0.091
C -1.980 -5.611 0.724
H 1.959 -2.938 -3.432
H 2.797 -2.527 -1.938
H 2.519 -1.295 -3.240
H -0.048 -1.759 -4.099
H 0.217 -0.253 -3.230
H -2.087 -1.437 -3.662
H -1.814 -0.765 -1.962
H -1.400 -3.064 -1.383
H -3.599 -3.462 -2.892
H -3.645 -2.493 -1.411
H -2.466 -5.283 -1.800
H -4.050 -4.939 -1.023
H -2.813 -6.312 0.673
H -1.839 -5.373 1.778
H -1.132 -6.053 0.200
C 1.253 5.192 -10.205
O 1.858 4.063 -10.823
C 2.226 3.096 -9.862
C 1.139 2.382 -9.129
N 1.750 1.256 -8.387
C 2.395 1.622 -7.099
C 1.362 2.030 -6.058
O 2.049 2.579 -4.882
C 1.145 2.842 -3.854
H 0.319 4.988 -9.681
H 1.094 5.982 -10.939
H 1.955 5.710 -9.551
H 3.022 3.413 -9.188
H 2.754 2.391 -10.504
H 0.484 1.943 -9.882
H 0.552 3.057 -8.507
H 1.032 0.581 -8.166
H 3.207 2.344 -7.177
H 2.903 0.782 -6.624
H 0.800 1.148 -5.751
H 0.738 2.860 -6.389
H 1.316 3.680 -3.178
H 0.946 1.950 -3.261
H 0.205 3.171 -4.298
C -6.083 -0.912 -0.199
O -5.798 0.137 -1.160
C -6.292 -0.055 -2.520
C -5.774 1.133 -3.313
N -4.324 1.015 -3.435
C -3.764 1.918 -4.374
C -2.238 1.904 -4.369
O -1.680 2.239 -3.029
C -2.018 3.509 -2.461
H -5.675 -0.550 0.745
H -5.667 -1.904 -0.369
H -7.153 -1.045 -0.037
H -7.370 -0.162 -2.635
H -5.993 -1.049 -2.854
H -6.046 2.103 -2.898
H -6.149 1.023 -4.330
H -3.947 1.334 -2.554
H -3.962 2.966 -4.148
H -4.134 1.530 -5.323
H -1.804 2.450 -5.206
H -1.927 0.907 -4.682
H -2.369 4.181 -3.244
H -1.078 3.911 -2.083
H -2.799 3.466 -1.702
C -3.834 6.799 2.511
O -4.654 6.513 1.430
C -4.399 5.260 0.821
C -4.888 4.014 1.626
N -6.334 3.679 1.488
C -6.429 2.537 0.606
C -7.865 2.143 0.338
O -8.379 3.083 -0.575
C -9.289 2.547 -1.484
H -2.760 6.792 2.321
H -4.080 6.236 3.412
H -4.065 7.839 2.739
H -3.346 5.071 0.609
H -4.919 5.267 -0.137
H -4.828 4.323 2.669
H -4.146 3.218 1.575
H -6.729 4.363 0.859
H -5.950 1.691 1.099
H -5.883 2.535 -0.337
H -8.495 2.051 1.222
H -7.910 1.136 -0.077
H -10.182 2.094 -1.053
H -8.748 1.813 -2.081
H -9.619 3.357 -2.134
*
```

E_HOMO	-0.300	hartree
energy relative to the best compared isomer or geometry (same formula, charge and spin)	7.406	eV
structure (SMILES)	COCCNCCOC.COCCNCCOC.COCCNCCOC.COCCNCCOC.COCCNCCOC.COCCNCCOC.COCCNCCOC.COCCNCCOC.COCCNCCOC
HOMO-LUMO gap	0.31584	Eh

Here are the Löwdin charges for atoms 1 to 5, given in e:
1. C -0.12
2. O -0.18
3. C -0.26
4. C -0.20
5. N -0.04

What is the formula in the first record? C8H14N3O6P

E_HOMO of number 1 (C8H14N3O6P)? -0.345 hartree

The lowest energy relative to the best compared isomer or geometry (same formula, charge and spin) belongs to which entry? C8H14N3O6P

Copy entry 1 word for word.
Formula: C8H14N3O6P
Source: the Open Molecules 2025 dataset
Level of theory: ωB97M-V with the def2-TZVPD basis set

```
! wB97M-V def2-TZVPD RIJCOSX def2/J DEFGRID3
* xyz 0 1
N 0.801 0.881 -4.274
C 0.608 0.142 -3.171
C 1.574 -0.818 -2.748
C 1.300 -1.491 -1.603
N 0.159 -1.280 -0.921
C -0.075 -1.898 0.363
C 0.448 -1.020 1.525
C 1.971 -0.810 1.478
O 2.407 -0.082 2.588
O -0.108 0.279 1.499
C -1.371 0.420 2.100
P -1.779 2.175 1.723
O -0.951 3.206 2.345
O -1.833 2.280 0.154
O -3.321 2.243 2.221
C -0.808 -0.356 -1.406
O -1.856 -0.226 -0.792
N -0.517 0.323 -2.517
H 1.674 0.862 -4.769
H 0.117 1.585 -4.489
H 2.479 -0.991 -3.304
H 1.977 -2.229 -1.195
H 0.411 -2.875 0.398
H -1.156 -2.020 0.467
H 0.189 -1.520 2.471
H 2.229 -0.285 0.547
H 2.491 -1.771 1.513
H 1.892 0.736 2.621
H -1.321 0.250 3.181
H -2.121 -0.241 1.656
H -2.049 1.441 -0.304
H -3.461 3.091 2.642
*
```

E_HOMO	-0.345	hartree
energy relative to the best compared isomer or geometry (same formula, charge and spin)	0.000	eV
structure (SMILES)	Nc1ccn(C[C@@H](CO)OCP(=O)(O)O)c(=O)n1
HOMO-LUMO gap	0.35691	Eh

Here are the Löwdin charges for atoms 1 to 5, given in e:
1. N 0.16
2. C -0.38
3. C 0.00
4. C -0.06
5. N 0.01